[1]
{"formula": "C3H9NS", "method": "ωB97M-V/def2-TZVPD", "homo_energy_ev": -8.84, "e_tot_ha": -572.61561, "multiplicity": 1, "gap_ev": 9.874, "lumo_ev": 1.034, "max_force_ha_per_bohr": 0.0289, "e_above_lowest_kcal_mol": 15.4, "symbols": ["S", "N", "C", "C", "C", "H", "H", "H", "H", "H", "H", "H", "H", "H"], "xyz": [[-2.273, -2.020, 0.610], [0.754, 0.640, 0.249], [1.285, 1.546, -0.730], [-0.117, -0.465, -0.096], [-0.977, -0.847, 1.109], [1.839, 2.350, -0.260], [-2.257, -1.791, -0.709], [0.441, 1.967, -1.289], [-0.759, -0.127, -0.919], [-0.376, -1.406, 1.821], [-1.390, 0.103, 1.427], [1.917, 1.115, -1.520], [0.428, -1.317, -0.527], [1.484, 0.250, 0.833]], "mulliken_charge": [-0.2381, -0.2983, -0.8551, -0.8520, -0.4224, 0.2955, 0.1005, 0.2919, 0.4603, 0.3089, 0.3560, 0.3019, 0.3396, 0.2114]}

***

[2]
{"formula": "C5H6O", "method": "ωB97M-V/def2-TZVPD", "homo_energy_ev": -10.25, "e_tot_ha": -269.23404, "multiplicity": 1, "gap_ev": 10.511, "lumo_ev": 0.264, "max_force_ha_per_bohr": 0.0489, "e_above_lowest_kcal_mol": 70.4, "symbols": ["O", "C", "C", "C", "C", "C", "H", "H", "H", "H", "H", "H"], "xyz": [[0.302, 0.003, -1.992], [1.975, 0.078, -0.296], [-0.345, 0.420, 0.315], [-1.654, -0.119, -0.206], [0.642, 0.199, -0.849], [2.357, -0.245, 0.807], [-1.787, -1.188, -0.018], [0.180, -0.020, 1.179], [-2.525, 0.412, 0.211], [-0.413, 1.493, 0.541], [-1.402, -0.033, -1.330], [2.762, -0.597, 1.721]], "mulliken_charge": [-0.5427, -0.3659, -0.3626, -0.9637, 0.6991, -0.2590, 0.2847, 0.2571, 0.3063, 0.2765, 0.2700, 0.4002]}

***

[3]
{"formula": "C5H7N", "method": "ωB97M-V/def2-TZVPD", "homo_energy_ev": -8.40, "e_tot_ha": -249.30814, "multiplicity": 1, "gap_ev": 9.402, "lumo_ev": 1.002, "max_force_ha_per_bohr": 0.0143, "e_above_lowest_kcal_mol": 103.6, "symbols": ["N", "C", "C", "C", "C", "C", "H", "H", "H", "H", "H", "H", "H"], "xyz": [[1.449, 0.820, -0.673], [0.722, -0.023, -1.325], [-0.033, -0.960, -0.423], [-1.294, -0.875, 0.389], [0.798, 0.932, 0.679], [-0.576, 0.396, 0.326], [-1.204, -1.423, 1.321], [0.803, 2.004, 0.902], [0.742, -1.484, 0.164], [0.647, -0.005, -2.411], [1.242, 0.396, 1.528], [-2.259, -0.905, -0.103], [-1.070, 1.103, -0.360]], "mulliken_charge": [-0.4665, -0.2420, -0.1377, -0.3346, -0.6295, 0.0565, 0.2289, 0.3269, 0.1567, 0.3551, 0.2662, 0.2363, 0.1836]}

***

[4]
{"formula": "C5H7Br2Cl", "method": "ωB97M-V/def2-TZVPD", "homo_energy_ev": -9.43, "e_tot_ha": -5802.85678, "multiplicity": 1, "gap_ev": 10.009, "lumo_ev": 0.577, "max_force_ha_per_bohr": 0.1229, "e_above_lowest_kcal_mol": 0.0, "symbols": ["Br", "Br", "Cl", "C", "C", "C", "C", "C", "H", "H", "H", "H", "H", "H", "H"], "xyz": [[2.939, -1.736, -0.452], [3.336, 1.053, 0.826], [1.494, 2.264, -1.801], [1.213, 0.553, -1.392], [-0.370, -1.118, -0.064], [-0.155, 1.157, 0.742], [2.193, -0.058, -0.184], [0.584, 0.044, -0.046], [-0.110, -1.732, 0.939], [-0.436, 1.957, 0.156], [1.245, -0.010, -2.316], [0.057, -1.902, -0.743], [0.570, 1.649, 1.448], [-0.953, 0.681, 1.204], [-1.396, -0.974, -0.245]], "mulliken_charge": [-0.0789, -0.0541, -0.1524, -0.4914, -1.5686, -1.5016, 0.0572, 1.1159, 0.3278, 0.4177, 0.3698, 0.3335, 0.2937, 0.4701, 0.4612]}

***

[5]
{"formula": "C5H13NOS", "method": "ωB97M-V/def2-TZVPD", "homo_energy_ev": -8.83, "e_tot_ha": -726.42222, "multiplicity": 1, "gap_ev": 9.739, "lumo_ev": 0.909, "max_force_ha_per_bohr": 0.0792, "e_above_lowest_kcal_mol": 49.5, "symbols": ["S", "O", "N", "C", "C", "C", "C", "C", "H", "H", "H", "H", "H", "H", "H", "H", "H", "H", "H", "H", "H"], "xyz": [[-1.119, -2.823, 2.026], [1.081, 3.939, -1.213], [0.343, 1.858, -0.474], [-0.401, -1.021, 0.161], [0.093, -0.558, -1.228], [-0.872, -2.477, 0.239], [1.259, 2.952, -0.171], [0.891, 0.770, -1.318], [0.922, 1.063, -2.364], [0.397, -0.710, 0.850], [0.188, 4.292, -1.182], [-0.732, -0.472, -2.021], [0.136, -2.874, 0.289], [1.115, 3.243, 0.858], [2.270, 2.607, -0.357], [-0.489, 2.101, -1.000], [1.930, 0.481, -0.972], [-1.651, -2.804, -0.408], [-2.407, -2.718, 2.252], [-1.174, -0.296, 0.394], [0.749, -1.353, -1.626]], "mulliken_charge": [-0.2797, -0.5417, -0.2547, -0.5596, -0.6075, -0.6085, -0.2906, -0.7555, 0.3153, 0.3551, 0.3199, 0.2644, 0.2787, 0.2881, 0.2539, 0.2321, 0.4172, 0.4291, 0.1027, 0.3116, 0.3296]}

***

[6]
{"formula": "C16H28N6PbTe4", "method": "ωB97M-V/def2-TZVPD", "homo_energy_ev": -13.31, "e_tot_ha": -2219.46165, "total_charge": 2, "multiplicity": 1, "gap_ev": 6.289, "lumo_ev": -7.022, "max_force_ha_per_bohr": 0.0082, "e_above_lowest_kcal_mol": 0.0, "symbols": ["Pb", "Te", "Te", "Te", "Te", "N", "N", "N", "N", "N", "N", "C", "C", "C", "C", "C", "C", "C", "C", "C", "C", "C", "C", "C", "C", "C", "C", "H", "H", "H", "H", "H", "H", "H", "H", "H", "H", "H", "H", "H", "H", "H", "H", "H", "H", "H", "H", "H", "H", "H", "H", "H", "H", "H", "H"], "xyz": [[0.734, 0.395, 0.060], [4.849, 2.812, 0.632], [3.981, 3.535, 3.100], [2.785, 2.968, -1.011], [4.266, 0.890, 2.478], [2.138, -1.662, -1.425], [1.157, -6.083, -2.894], [0.167, 0.060, 2.564], [-0.410, 2.507, 1.059], [-1.208, -1.347, -0.010], [-0.946, 1.019, -1.724], [2.248, -3.758, -2.577], [-0.237, 2.472, 2.526], [-1.174, 2.478, -1.884], [-0.248, -1.323, 2.881], [-1.822, 2.658, 0.653], [3.817, -2.043, -3.093], [3.337, -3.320, -3.323], [1.665, -5.062, -2.758], [-1.665, -1.705, 2.444], [3.187, -1.250, -2.148], [-1.841, -1.245, -1.343], [-0.660, 1.139, 3.127], [-2.175, -1.196, 1.099], [1.694, -2.899, -1.638], [-2.168, 0.193, -1.716], [-1.997, 3.151, -0.779], [-1.753, 4.214, -0.823], [-0.186, 2.938, -1.940], [-3.096, -1.738, 0.865], [-0.398, 0.734, -2.534], [-2.760, -1.835, -1.382], [-2.443, -0.143, 1.172], [-0.806, 3.274, 3.005], [-0.175, -1.511, 3.956], [0.481, -1.979, 2.398], [-0.568, 1.193, 4.216], [-1.707, 0.935, 2.905], [-1.705, -2.797, 2.451], [-2.654, 0.201, -2.695], [-0.803, -2.277, 0.066], [-1.670, 2.672, -2.838], [3.788, -3.966, -4.064], [-3.061, 3.079, -1.010], [0.111, 3.308, 0.707], [1.108, 0.176, 2.935], [0.866, -3.251, -1.031], [-2.335, 3.363, 1.315], [-2.874, 0.620, -1.004], [-2.318, 1.697, 0.780], [0.823, 2.645, 2.736], [-1.147, -1.664, -2.077], [-2.385, -1.378, 3.196], [3.525, -0.235, -1.963], [4.666, -1.661, -3.642]], "mulliken_charge": [1.4876, 0.3532, 0.0240, -0.1781, 0.0377, 0.0499, -0.3832, 0.0093, -0.0794, 0.0167, -0.0357, 0.1327, -0.6038, -0.6509, -0.8461, -0.2475, -0.7460, -0.2442, -0.1248, -1.0681, -0.1448, -1.0839, -0.5871, -0.4704, -0.3183, -0.6273, -1.0263, 0.3746, 0.1309, 0.4523, 0.3501, 0.4412, 0.1452, 0.4847, 0.4202, 0.4132, 0.3995, 0.3672, 0.3927, 0.4360, 0.1802, 0.4123, 0.5261, 0.3870, 0.2446, 0.1241, 0.4832, 0.4714, 0.3914, -0.0835, -0.0607, 0.3621, 0.4144, 0.2593, 0.4350]}